Record 1
The following is a DFT calculation (the ωB97M-V functional and the def2-TZVPD basis) of a molecular structure, C41H32N2OP2RbSe4.

Its total charge is -1. The energy relative to the best compared isomer or geometry (same formula, charge and spin) is 245.6 kJ/mol. The LUMO energy comes out at 1.5 eV. Its gap between HOMO and LUMO is 0.1794 Eh.

```
83
C41H32N2OP2RbSe4 | OMol25 | the ωB97M-V functional and the def2-TZVPD basis
Rb -0.6330 -0.1927 -0.8578
O -0.6625 -1.6132 1.5011
C -0.8694 -0.9217 2.5266
C -2.0948 -1.4905 3.2624
C -1.9873 -2.3963 4.3299
C -3.0736 -2.8211 5.0426
C -4.3484 -2.5085 4.6305
C -4.5329 -1.7409 3.4853
C -3.4077 -1.1453 2.8808
P -3.5748 -0.0319 1.4340
C -2.8695 1.5769 2.0116
C -2.6714 1.8541 3.3416
C -2.1929 3.0560 3.7770
C -1.8901 4.0495 2.8392
C -2.0389 3.7891 1.4922
C -2.5480 2.5498 1.0737
C -5.3767 0.2886 1.6558
C -5.8413 1.2102 2.6106
C -7.2036 1.3090 2.9581
C -8.0869 0.5003 2.2799
C -7.6319 -0.3684 1.2957
C -6.3172 -0.4646 0.9943
H -1.0143 -2.7328 4.6372
H -2.8162 -3.4422 5.9060
H -5.1824 -2.9265 5.2151
H -5.5480 -1.5917 3.1498
H -2.9814 1.1291 4.0676
H -2.1660 3.3292 4.8324
H -1.4718 4.9838 3.1233
H -1.8714 4.5406 0.7133
H -2.6944 2.3772 0.0158
H -5.1266 1.9019 3.0689
H -7.5522 2.0082 3.6889
H -9.1391 0.5452 2.4873
H -8.3816 -0.9553 0.7798
H -5.9502 -1.1932 0.2820
Se 0.2971 2.1696 -3.0488
P 2.0542 0.8396 -2.6303
Se 2.0148 -3.1127 0.8631
C 2.5079 0.0146 -4.2886
C 2.9480 -1.3118 -4.2287
C 3.2213 -2.0007 -5.4029
C 2.8929 -1.4715 -6.6340
C 2.4759 -0.1398 -6.6647
C 2.2859 0.6055 -5.5073
C 3.4965 1.9712 -2.3976
C 4.7991 1.5132 -2.5724
C 5.8800 2.3540 -2.4096
C 5.7123 3.7219 -2.0793
C 4.3884 4.1286 -1.9484
C 3.3112 3.2830 -2.0332
H 3.1718 -1.8144 -3.3211
H 3.5847 -3.0221 -5.3209
H 3.0937 -1.9247 -7.5997
H 2.3168 0.2827 -7.6427
H 2.0313 1.6306 -5.4682
H 4.9185 0.4864 -2.8605
H 6.8552 1.8618 -2.5329
H 6.5410 4.4018 -1.8906
H 4.1627 5.1451 -1.7110
H 2.2860 3.6473 -1.9198
Se 3.8245 -1.7728 -0.1145
Se 3.0138 -4.8098 1.9806
C 1.6743 -3.5999 -1.0241
C 2.1491 -4.7245 -1.6114
C 1.6841 -4.9940 -2.9077
C 0.9525 -4.0283 -3.5873
C 0.5880 -2.8793 -2.8873
N 0.9292 -2.7094 -1.6411
C 3.4856 -0.2458 0.9114
C 4.5405 0.6037 1.1824
C 4.2842 1.7197 1.9811
C 3.0257 1.8524 2.5559
C 2.0444 0.8868 2.2839
N 2.2444 -0.0918 1.4193
H 2.7872 -5.3975 -1.0152
H 2.0320 -5.8099 -3.4822
H 0.6973 -4.1168 -4.6206
H 0.1008 -2.0965 -3.4339
H 5.4995 0.4500 0.6875
H 5.1194 2.3834 2.1819
H 2.7749 2.6777 3.1675
H 1.0496 0.9813 2.6908
```

---

Record 2
The following is a DFT calculation (the ωB97M-V functional and the def2-TZVPD basis) of a gas-phase ion, C3H8N5 (charge +1).

Its total charge is +1. The SMILES is N/N=C/N=C\NC=[NH2+]. The energy relative to the best compared isomer or geometry (same formula, charge and spin) is 261.4 kJ/mol. The LUMO energy (spin up / spin down) comes out at -4.0 / -4.0 eV. Its gap between HOMO and LUMO (spin up / spin down) is 0.2862 / 0.2862 Eh.

```
16
C3H8N5 | OMol25 | the ωB97M-V functional and the def2-TZVPD basis
C 1.8534 0.7839 0.4549
C -0.3661 1.5851 -0.1358
C -1.7440 -0.3723 0.3012
N 0.8094 1.4916 0.2986
N 1.8871 -0.3763 -0.1148
N -1.4331 0.6071 -0.4480
N -2.7943 -1.1635 0.0362
N 3.0362 -1.0371 -0.3382
H 2.6194 1.1771 1.0540
H -0.8098 2.5982 -0.1443
H -1.2305 -0.3805 1.2717
H -2.1372 0.7601 -1.1634
H -3.3033 -0.9317 -0.7944
H -3.1584 -2.0552 0.3645
H 3.8379 -0.7455 0.2327
H 2.9335 -1.9409 -0.8750
```

---

Record 3
The following is a DFT calculation (the ωB97M-V functional and the def2-TZVPD basis) of a molecular structure, C31H32N10O4P2SSn.

Its total charge is +2. The LUMO energy (spin up / spin down) comes out at -8.2 / -7.1 eV. Its gap between HOMO and LUMO (spin up / spin down) is 0.1772 / 0.2187 Eh.

```
81
C31H32N10O4P2SSn | OMol25 | the ωB97M-V functional and the def2-TZVPD basis
Sn -0.2722 -0.2190 0.2812
N -3.4217 3.0993 2.1508
C -2.2292 2.4896 2.2551
N -2.0895 1.6307 1.2712
C -3.2588 1.7365 0.5774
N -4.0769 2.6291 1.1008
C -3.5893 0.9026 -0.5633
C -4.8465 1.0352 -1.1934
N -5.1567 0.2013 -2.1717
C -4.3634 -0.6884 -2.6039
C -2.9369 -0.7882 -2.0888
N -2.6330 0.1813 -1.1030
H -3.8391 3.8014 2.7481
H -1.5164 2.6763 3.0323
H -5.5165 1.8516 -0.9801
H -4.7200 -1.4931 -3.2257
H -2.1500 -0.7938 -2.8530
N 3.3492 0.3334 0.3053
P 2.4564 -0.7313 -0.6687
C 3.4961 -2.2261 -0.5973
C 3.4267 -3.1108 -1.6695
C 4.1953 -4.2586 -1.6591
C 5.0054 -4.5410 -0.5692
C 5.0663 -3.6622 0.5015
C 4.3017 -2.5092 0.5023
C 2.7734 -0.0683 -2.3377
C 1.6740 0.2218 -3.1374
C 1.8538 0.7695 -4.3951
C 3.1334 1.0385 -4.8555
C 4.2337 0.7296 -4.0700
C 4.0601 0.1709 -2.8147
C 2.8825 0.8805 1.4669
C 3.6581 1.8316 2.1471
C 3.1612 2.3899 3.3013
C 1.9069 1.9829 3.7520
C 1.2242 1.0246 3.0353
N 1.6894 0.4785 1.9110
H 4.2204 0.7078 -0.0522
H 2.7829 -2.8801 -2.5080
H 4.1577 -4.9376 -2.4953
H 5.5814 -5.4527 -0.5511
H 5.7052 -3.8840 1.3411
H 4.3418 -1.8327 1.3452
H 0.6799 0.0014 -2.7630
H 1.0024 0.9711 -5.0273
H 3.2757 1.4850 -5.8273
H 5.2290 0.9080 -4.4484
H 4.9236 -0.0887 -2.2187
H 4.6313 2.1038 1.7655
H 3.7283 3.1259 3.8497
H 1.4974 2.3965 4.6580
H 0.2550 0.6579 3.3499
N -1.3576 -0.9417 2.5425
C -1.6315 -1.9601 3.0288
C -1.9408 -3.1399 3.6559
C -3.1649 -3.7836 3.4562
N -4.1662 -4.3267 3.3049
C -1.0072 -3.7273 4.5172
N -0.2317 -4.2120 5.2105
C -1.7157 -4.4155 -1.6988
S -1.5594 -2.7593 -1.0832
O -2.9440 -2.1142 -1.5051
O -1.4275 -2.7188 0.3440
O -0.5123 -2.0479 -1.7671
H -2.6653 -4.8061 -1.3586
H -0.8928 -5.0027 -1.3098
H -1.6762 -4.3681 -2.7803
C 0.8051 4.4506 0.6209
P 1.0417 3.3118 -0.7806
C -0.0898 3.8233 -2.1060
C 2.7483 3.5830 -1.3589
O 0.8162 1.8769 -0.3993
H 1.1004 5.4521 0.3185
H 1.4190 4.1209 1.4571
H -0.2391 4.4555 0.9228
H 0.0721 4.8662 -2.3564
H -1.1169 3.6809 -1.7774
H 0.0896 3.2016 -2.9799
H 2.8400 4.5806 -1.7813
H 3.0044 2.8404 -2.1127
H 3.4299 3.4914 -0.5141
```

---

Record 4
The following is a DFT calculation (the ωB97M-V functional and the def2-TZVPD basis) of a molecular structure, C2H3CoLiO2.

Its total charge is +1. Its expectation value of S² is 6.0152. The energy relative to the best compared isomer or geometry (same formula, charge and spin) is 91.8 kJ/mol. The multiplicity is 5. The LUMO energy (spin up / spin down) comes out at -4.4 / -7.7 eV. Its gap between HOMO and LUMO (spin up / spin down) is 0.3648 / 0.2516 Eh.

```
9
C2H3CoLiO2 | OMol25 | the ωB97M-V functional and the def2-TZVPD basis
H -0.2444 2.2315 -2.3618
O 1.1788 -0.1908 -0.6285
C 0.7911 -0.4914 0.6375
C -0.5085 -0.2542 0.9634
O -1.3070 0.2460 -0.0149
Li -0.4609 -1.3700 -0.8280
Co -0.0256 1.2487 -1.0387
H 1.5147 -0.9341 1.3285
H -0.9382 -0.4855 1.9426
```

---

E values (in a.u.) by entry order: -12078.8429, -392.5479, -3343.6980, -1618.4476.
F_max values (in Eh/bohr) by entry order: 0.038, 0.120, 0.044, 0.061.